# C25H36F3N6O5PtS3

C25H36F3N6O5PtS3 as an isolated structure (ωB97M-V/def2-TZVPD, OMol25).

For the strongest force on any atom, the calculation gives 0.07 eV/Å. As for the HOMO energy (spin up / spin down): -10.33 / -11.02 eV. As for the charge: +1. As for the multiplicity: 3. For the HOMO-LUMO gap (spin up / spin down), the calculation gives 7.22 / 7.24 eV. Its expectation value of S² is 2.01. Its calculated total energy is -89584.1107 eV.

Each line ends with the Mulliken charge.
Atoms and positions in Å:
Pt  -0.16  -0.48  0.00  2.5761
S  0.22  2.19  -7.67  1.2295
S  -0.80  2.06  2.39  0.1601
S  -0.26  -1.99  1.83  -0.6023
F  6.18  1.62  2.01  -0.2368
F  6.41  2.13  -0.07  -0.2541
F  6.87  0.13  0.60  -0.2595
O  -2.23  3.77  -4.55  -0.6204
O  -0.72  1.86  -8.70  -0.6724
O  0.69  3.54  -7.50  -0.6484
O  -3.32  3.57  -2.69  -0.6283
O  -0.58  1.65  0.93  -0.4100
N  0.04  -2.76  -0.61  -0.3830
N  -0.12  -4.53  0.96  -0.5873
N  -2.42  3.30  -3.45  1.0777
N  -0.35  1.90  -3.65  0.4449
N  -0.51  0.73  -1.79  -0.6861
N  1.97  0.04  0.13  -0.0710
C  -2.13  1.02  3.03  -0.3709
C  0.19  2.36  -4.94  -1.4497
C  3.67  1.71  0.14  -1.0436
C  6.03  1.16  0.76  0.7759
C  2.36  1.31  -0.04  -0.4115
C  0.04  -4.98  -1.38  -0.8882
C  -1.58  1.58  -1.84  -0.4319
C  -3.87  1.80  1.32  -1.0184
C  -3.51  1.62  2.79  -0.6240
C  -0.51  1.70  -6.11  -0.4855
C  -0.05  -5.38  -0.06  -0.1856
C  2.39  1.50  -9.13  -1.3433
C  0.21  0.94  -2.88  0.7557
C  -0.09  -3.24  0.64  0.4736
C  1.64  1.13  -7.85  -0.3144
C  1.16  3.37  4.73  -1.2721
C  -1.49  2.29  -2.99  0.1787
C  0.68  1.92  4.72  -0.3877
C  1.48  0.24  -3.23  -1.5570
C  4.60  0.75  0.51  0.2408
C  4.20  -0.56  0.69  -0.9993
C  2.87  -0.88  0.49  -0.3497
C  0.21  -3.05  -3.02  -0.9033
C  0.57  1.34  3.32  0.0172
C  0.09  -3.62  -1.63  0.6971
H  4.90  -1.33  0.98  0.5170
H  3.95  2.74  -0.01  0.5405
H  0.45  0.25  3.31  0.1087
H  1.25  -2.78  -3.21  0.1823
H  -2.01  0.05  2.53  0.0512
H  2.26  1.26  -6.96  0.2706
H  -3.58  2.58  3.32  0.3027
H  2.73  2.53  -9.09  0.3617
H  1.38  1.29  5.28  0.4131
H  1.58  2.01  -0.31  0.6138
H  3.26  0.85  -9.24  0.3875
H  -0.49  0.61  -6.06  0.3855
H  1.66  -0.53  -2.48  -0.0473
H  -0.08  -6.43  0.20  0.4155
H  1.45  1.59  2.72  0.0525
H  -0.09  -3.78  -3.76  0.4888
H  2.14  3.45  4.27  0.2957
H  0.08  3.44  -5.00  0.3530
H  -3.22  2.54  0.84  0.2947
H  2.49  -1.88  0.63  0.4453
H  1.75  1.38  -10.00  0.3605
H  1.26  0.11  -7.88  0.3885
H  2.32  0.93  -3.23  0.4798
H  -4.89  2.16  1.22  0.4199
H  1.26  2.14  -4.93  0.5704
H  0.48  4.02  4.19  0.3342
H  0.07  -5.70  -2.19  0.4165
H  -0.41  -2.16  -3.11  0.0861
H  -3.79  0.86  0.79  0.2411
H  -4.24  0.96  3.27  0.3992
H  1.24  3.74  5.75  0.4048
H  -0.27  1.83  5.25  0.2677
H  1.42  -0.23  -4.21  0.5578
H  -2.33  1.64  -1.07  0.2454
H  -1.94  0.89  4.09  0.4572
H  -1.55  2.03  -6.18  0.4063

***

# C6H8InLiO6

C6H8InLiO6 as an isolated structure (ωB97M-V/def2-TZVPD, OMol25).

Its energy above the lowest of the compared OMol25 structures with the same formula, charge and spin is 167.44 kJ/mol. For the strongest force on any atom, the calculation gives 7.49 eV/Å. As for the HOMO energy (spin up / spin down): -11.98 / -11.97 eV. As for the charge: +1. As for the multiplicity: 2. For the HOMO-LUMO gap (spin up / spin down), the calculation gives 8.57 / 4.66 eV. Its expectation value of S² is 0.76. Its calculated total energy is -24005.4388 eV.

Each line ends with the Mulliken charge.
Atoms and positions in Å:
In  1.11  -3.10  0.97  0.4409
O  1.12  -1.84  -0.48  -0.9707
O  2.59  1.39  -0.68  -0.5418
O  -1.03  -1.71  -1.20  -0.3894
O  -0.57  -1.83  0.98  -0.4102
O  0.00  2.12  -0.84  -0.1852
O  0.00  0.09  -0.12  -0.1642
C  -2.29  -1.62  -0.56  -0.3866
C  2.23  2.55  -0.05  -0.1783
C  0.00  0.86  -1.22  -0.2555
C  -1.98  -2.03  0.89  -0.2919
C  0.75  2.55  0.33  -0.3361
C  -0.08  -1.34  -0.28  1.3089
Li  2.38  -0.37  -0.64  0.9434
H  -2.49  -1.40  1.63  0.2389
H  0.39  3.57  0.54  0.3435
H  -2.20  -3.09  1.08  0.2977
H  2.40  3.42  -0.73  0.3152
H  2.77  2.81  0.89  0.3141
H  -2.68  -0.59  -0.62  0.2790
H  -2.98  -2.31  -1.06  0.3248
H  0.55  1.88  1.17  0.3033